No. 1
Formula: C6H14NO
Source: the Open Molecules 2025 dataset
Level of theory: ωB97M-V/def2-TZVPD

Each line ends with the natural charge from an NBO analysis.
Element x y z (Å)
C -1.2503 -2.6074 -2.7730  -0.630
C -0.5373 -1.9408 -1.5495  -0.235
N -1.4052 -0.8264 -1.1822  -0.841
C -0.8437 0.0106 -0.1113  -0.219
C 0.1255 -0.5954 0.9392  -0.675
C 1.9623 3.1715 1.9288  -0.571
C 0.6667 2.5177 1.7927  0.215
O -0.0245 2.0588 2.7076  -0.601
H -0.8987 -2.1757 -3.7140  0.176
H -2.2962 -2.3169 -2.5692  0.230
H -1.1358 -3.6980 -2.7372  0.163
H -0.6593 -2.6715 -0.7175  0.108
H 0.5534 -1.7949 -1.6758  0.105
H -1.6887 0.5483 0.3701  0.152
H -0.3692 0.8532 -0.6413  0.090
H 0.1426 0.0172 1.8311  0.208
H -0.1873 -1.6148 1.1112  0.204
H 1.0924 -0.6486 0.3804  0.180
H 2.1432 3.5070 2.9497  0.230
H 2.6420 3.5175 1.1525  0.232
H 1.7984 1.9434 1.6772  0.311
H 0.1698 2.7453 0.8304  0.170

Values from the calculation:
**HOMO energy**: -0.0287 Ha
**Net charge**: -1
**ΔE to the lowest compared entry with this formula, charge and spin**: 5.059 eV

No. 2
Formula: C26H38BGdN8OS4Sb
Source: the Open Molecules 2025 dataset
Level of theory: ωB97M-V/def2-TZVPD

Each line ends with the Mulliken charge.
Element x y z (Å)
Gd -15.9705 3.0129 3.6029  0.589
C -16.3597 4.9234 7.2874  -0.902
C -16.6405 6.3251 6.8392  0.774
C -15.5233 7.2895 7.2779  -1.687
C -16.8508 6.4995 5.3492  0.136
C -17.7602 7.4494 4.7885  -1.021
C -17.6241 7.3181 3.4546  -0.750
N -16.6490 6.3546 3.2095  1.131
N -16.2180 5.8327 4.4187  -0.568
B -16.1091 6.1805 1.8785  0.172
N -16.8154 3.2938 1.2424  0.378
C -17.1517 3.3037 -0.0647  -0.462
C -18.2320 2.4713 -0.3046  -1.973
C -18.5121 1.9241 0.9394  0.378
N -17.6961 2.4450 1.8583  0.116
C -19.5263 0.9044 1.3554  0.667
C -20.4775 1.4781 2.3756  -1.082
C -18.8735 -0.3862 1.8614  -1.258
N -14.8919 5.5281 1.4734  1.039
C -14.3632 5.8203 0.2589  -0.747
C -13.2161 5.0968 0.1018  -1.241
C -13.1062 4.3368 1.2931  0.399
N -14.1268 4.5989 2.1075  -0.562
C -12.0093 3.3477 1.5654  0.706
C -12.4913 1.9067 1.7119  -0.895
C -11.1554 3.7303 2.7428  -1.290
H -16.1155 4.8980 8.3453  0.448
H -15.4909 4.5451 6.7747  -0.015
H -17.1673 4.2293 7.0936  -0.045
H -17.5667 6.6852 7.3065  0.327
H -14.6012 6.9846 6.7726  0.308
H -15.3660 7.2475 8.3558  0.440
H -15.7734 8.3127 7.0199  0.409
H -18.4457 8.0783 5.3406  0.488
H -18.1456 7.7776 2.6562  0.537
H -16.6793 6.7719 1.0136  -0.146
H -16.5986 3.9190 -0.7148  0.539
H -18.6962 2.3071 -1.2533  0.463
H -20.0915 0.6599 0.4319  0.332
H -19.8951 1.9096 3.1853  -0.199
H -21.1154 0.7298 2.7965  0.611
H -21.0912 2.2737 1.9688  0.218
H -18.1269 -0.1505 2.6219  0.006
H -18.3443 -0.8959 1.0618  0.364
H -19.6112 -1.0381 2.2991  0.406
H -14.8649 6.4393 -0.4303  0.502
H -12.5136 5.1234 -0.7019  0.464
H -11.4135 3.3757 0.6326  0.180
H -12.7996 1.6758 2.7141  -0.184
H -11.6772 1.2157 1.4818  0.404
H -13.3222 1.6296 1.0509  0.322
H -11.7560 3.6952 3.6591  0.115
H -10.7115 4.7130 2.6023  0.407
H -10.3459 3.0150 2.8705  0.417
C -18.7144 0.7238 5.3545  -0.809
C -18.6686 2.2102 5.5012  0.096
O -17.7118 2.9298 5.1813  0.552
N -19.7729 2.8256 5.9746  0.010
C -19.8846 4.2906 5.8592  -0.169
C -20.3131 4.6563 4.4413  0.731
C -21.6092 5.0306 4.1311  -1.197
C -21.8657 5.3904 2.8062  -0.649
C -20.8825 5.2744 1.8602  -1.170
C -19.6216 4.8580 2.2693  0.005
N -19.3372 4.6001 3.5261  1.060
H -17.8060 0.4008 4.8299  -0.301
H -19.6045 0.3724 4.8303  0.408
H -18.6602 0.2269 6.3288  0.371
H -20.6203 2.2780 6.0632  0.342
H -18.9112 4.7045 6.0753  -0.898
H -20.6470 4.6658 6.5402  0.664
H -22.3784 5.1094 4.8750  0.529
H -22.8516 5.7268 2.5293  0.387
H -21.0550 5.4628 0.8226  0.525
H -18.8168 4.7667 1.5486  0.084
S -15.4396 0.0484 7.2113  -0.690
Sb -14.0093 0.5866 5.5526  0.645
S -13.9440 2.9625 5.4046  -0.571
S -15.3977 0.3944 3.5583  -0.453
S -11.9998 -0.2649 5.0108  -0.668

Values from the calculation:
**HOMO energy (alpha / beta)**: -0.1529 / -0.1528 Ha
**Net charge**: -1
**Spin multiplicity**: 8

No. 3
Formula: C5H8NO
Source: the Open Molecules 2025 dataset
Level of theory: ωB97M-V/def2-TZVPD

Each line ends with the natural charge from an NBO analysis.
Element x y z (Å)
C 1.2403 -0.9754 -0.6579  -0.086
C -0.8532 -0.3757 0.9089  -0.396
C -0.0523 -1.9120 -0.8876  -0.303
C -0.8937 -1.5328 -0.0193  0.279
C -0.3452 2.1039 0.2285  -0.460
N 0.0542 0.7531 0.4806  0.093
O 0.8685 0.3367 -0.5734  -0.236
H 1.8682 -1.0629 -1.5458  0.261
H 1.7162 -1.3823 0.2379  0.221
H -1.8379 0.0646 1.0935  0.297
H -0.4766 -0.7263 1.8805  0.280
H -0.0569 -2.6775 -1.6346  0.294
H 0.5436 2.6108 -0.1538  0.265
H -0.6431 2.5702 1.1660  0.252
H -1.1320 2.2055 -0.5236  0.241

Values from the calculation:
**HOMO energy (alpha / beta)**: -0.5559 / -0.5189 Ha
**Net charge**: +1
**ΔE to the lowest compared entry with this formula, charge and spin**: 5.349 eV

No. 4
Formula: C11H10CeClNS
Source: the Open Molecules 2025 dataset
Level of theory: ωB97M-V/def2-TZVPD

Each line ends with the natural charge from an NBO analysis.
Element x y z (Å)
C -1.3519 1.9795 -1.3799  -0.295
C -1.2875 0.5422 -1.5665  -0.389
C 0.1300 0.2026 -1.7967  -0.445
H -2.1146 -0.1788 -1.5273  0.258
C 0.8923 1.4401 -1.7398  -0.379
C -0.0307 2.5227 -1.4975  -0.237
H 0.2229 3.5553 -1.4804  0.242
H -2.2029 2.6213 -1.1363  0.247
H 0.5393 -0.7819 -2.0213  0.274
H 1.9567 1.5219 -1.9620  0.238
Ce 0.0038 0.5980 0.5814  1.560
Cl -1.7155 -0.0030 2.3615  -0.509
C 0.5001 -2.3449 2.0402  -0.372
C 1.6627 -2.4015 1.2468  -0.372
C 1.2935 -2.8849 -0.0241  -0.362
H 2.6776 -2.2472 1.5958  0.201
C -0.0938 -3.1182 -0.0191  -0.343
C -0.5828 -2.7906 1.2540  -0.322
H -1.5942 -2.9710 1.6020  0.211
H 0.4678 -2.1410 3.1060  0.214
H 1.9720 -3.1607 -0.8222  0.195
H -0.6615 -3.5942 -0.8089  0.197
S -0.2138 6.0076 1.4117  -0.277
C -0.2758 4.4140 1.3257  0.151
N -0.1934 3.2127 1.2569  -0.687

Values from the calculation:
**HOMO energy (alpha / beta)**: -0.1542 / -0.1544 Ha
**Net charge**: -1
**ΔE to the lowest compared entry with this formula, charge and spin**: 0.199 eV
**Spin multiplicity**: 2

The following strongest force on any atom values (in eV/A) correspond, in order, to the records above: 5.61; 1.27; 3.66; 4.40.
The following E_tot values (in eV) correspond, in order, to the records above: -9981.565; -112944.679; -8839.412; -49348.628.